[1]
# C32H46N5OS3Ta

A molecular structure, C32H46N5OS3Ta in a non-equilibrium geometry (ωB97M-V with the def2-TZVPD basis set, OMol25).

```
! wB97M-V def2-TZVPD RIJCOSX def2/J DEFGRID3
* xyz 2 1
Ta -0.05 -0.60 -0.23
C 1.22 -2.08 3.80
C 1.81 -0.79 3.22
C 2.35 0.11 4.34
C 2.89 -1.08 2.20
C 3.97 -1.85 2.60
C 4.95 -2.24 1.71
C 4.86 -1.84 0.39
C 3.81 -1.05 -0.07
C 3.84 -0.70 -1.54
C 2.87 -1.61 -2.32
C 3.65 0.78 -1.87
C 2.82 -0.67 0.86
N 1.67 0.12 0.41
C 1.53 1.45 0.77
C 0.26 1.90 0.87
N -0.79 0.98 0.70
C -2.14 1.49 0.95
C -2.43 2.34 2.04
C -3.67 2.97 2.03
C -4.64 2.73 1.08
C -4.39 1.77 0.12
C -3.15 1.15 0.03
C -3.00 0.19 -1.13
C -4.03 -0.94 -1.09
C -3.07 0.93 -2.46
C -1.69 2.54 3.36
C -0.74 1.44 3.81
C -1.04 3.92 3.50
H 0.34 -1.85 4.39
H 1.93 -2.59 4.45
H 0.94 -2.78 3.01
H 1.00 -0.26 2.72
H 3.14 -0.39 4.89
H 1.56 0.35 5.05
H 2.76 1.04 3.95
H 4.03 -2.17 3.63
H 5.78 -2.84 2.04
H 5.64 -2.13 -0.31
H 4.85 -0.95 -1.87
H 1.97 -1.07 -2.61
H 2.59 -2.49 -1.73
H 3.31 -1.98 -3.24
H 2.63 1.11 -1.74
H 3.92 0.95 -2.91
H 4.30 1.40 -1.26
H 2.39 2.03 1.10
H 0.02 2.93 1.11
H -3.90 3.64 2.86
H -5.59 3.24 1.12
H -5.16 1.52 -0.59
H -2.01 -0.33 -1.05
H -5.01 -0.57 -1.40
H -4.13 -1.35 -0.08
H -3.76 -1.74 -1.78
H -4.04 1.40 -2.55
H -2.95 0.25 -3.31
H -2.32 1.72 -2.53
H -2.51 2.50 4.08
H 0.19 1.46 3.24
H -1.18 0.45 3.75
H -0.46 1.62 4.85
H -0.04 3.94 3.06
H -0.93 4.17 4.56
H -1.64 4.70 3.04
C 0.92 -1.22 -6.15
C -0.39 -0.99 -5.39
C -0.22 -0.07 -4.23
N -0.26 -0.42 -3.00
N -0.03 0.60 -2.11
C 0.20 1.76 -2.70
N 0.47 2.92 -2.09
S 0.12 1.63 -4.42
H 0.74 -1.85 -7.02
H 1.65 -1.72 -5.51
H 1.35 -0.28 -6.50
H -0.79 -1.92 -5.00
H -1.15 -0.57 -6.06
H 0.28 3.00 -1.10
H 0.52 3.77 -2.62
C -3.03 -4.73 -0.59
O -2.64 -3.72 0.39
C -1.65 -2.94 0.19
S -1.31 -1.78 1.44
S -0.66 -2.90 -1.19
H -4.10 -4.87 -0.44
H -2.49 -5.64 -0.35
H -2.81 -4.39 -1.60
*
```

Properties
- total energy (a.u.) = -2847.10717
- orbital gap (eV) = 7.0
- LUMO level (eV) = -6.8
- highest occupied orbital energy (eV) = -13.75



[2]
# C32H46O27

A molecular structure, C32H46O27 in a non-equilibrium geometry (ωB97M-V with the def2-TZVPD basis set, OMol25).

```
! wB97M-V def2-TZVPD RIJCOSX def2/J DEFGRID3
* xyz 0 1
C -0.63 -0.83 0.28
C 0.56 -0.83 -0.72
O 1.03 0.48 -0.58
C 0.69 0.96 0.61
O 1.11 2.00 1.04
O -0.17 0.09 1.21
H -0.90 -1.80 0.70
H -1.47 -0.40 -0.27
H 0.14 -1.02 -1.70
H 1.25 -1.62 -0.41
C 1.90 -4.67 -0.02
C 2.81 -4.13 -1.15
O 3.39 -3.11 -0.49
C 2.51 -2.64 0.54
O 2.76 -1.70 1.24
O 1.60 -3.52 0.78
H 2.28 -5.57 0.47
H 1.02 -5.12 -0.49
H 2.33 -4.00 -2.12
H 3.52 -4.92 -1.38
C 0.48 -4.39 2.61
C -0.39 -4.98 1.47
O -1.24 -3.92 1.08
C -1.11 -2.84 1.88
O -1.79 -1.79 1.88
O -0.21 -3.15 2.85
H 1.48 -4.23 2.21
H 0.52 -5.06 3.47
H -1.07 -5.76 1.82
H 0.23 -5.23 0.60
C -2.95 -0.07 -2.73
C -2.24 0.80 -1.71
O -1.27 1.50 -2.51
C -1.22 0.89 -3.67
O -0.40 1.19 -4.55
O -2.09 -0.08 -3.81
H -3.98 0.27 -2.78
H -3.11 -1.04 -2.26
H -1.73 0.15 -1.01
H -2.95 1.46 -1.21
C 1.84 2.34 -1.67
C 0.41 2.39 -2.06
C -0.44 3.32 -1.12
O -1.06 4.15 -2.07
C -0.53 4.00 -3.32
O -0.67 4.76 -4.27
O 0.38 3.05 -3.35
H 2.05 1.76 -0.76
H 2.37 3.28 -1.48
H 2.45 1.78 -2.38
H 0.02 1.37 -2.08
H 0.19 3.92 -0.46
H -1.06 2.81 -0.39
C -0.79 2.28 2.46
C -0.27 3.46 1.63
C -1.29 4.46 1.26
O -0.68 5.71 1.45
C 0.35 5.59 2.17
O 1.11 6.52 2.55
O 0.51 4.29 2.44
H 0.08 1.64 2.63
H -1.42 1.58 1.92
H -1.26 2.55 3.41
H 0.35 3.03 0.84
H -2.26 4.22 1.70
H -1.42 4.31 0.18
C -1.71 -2.46 -4.15
C -1.27 -2.83 -2.72
C -0.53 -4.16 -2.63
O 0.71 -3.94 -2.02
C 0.89 -2.65 -1.87
O 1.99 -2.19 -1.54
O -0.26 -1.97 -2.30
H -0.76 -2.46 -4.68
H -2.22 -1.49 -4.11
H -2.31 -3.20 -4.69
H -2.08 -2.76 -1.99
H -0.30 -4.70 -3.55
H -1.31 -4.76 -2.18
C -2.91 -0.32 1.34
C -3.89 0.88 1.13
C -3.78 1.96 2.24
O -3.04 2.92 1.57
C -2.89 2.73 0.27
O -2.15 3.38 -0.47
O -3.45 1.49 -0.04
H -1.89 0.06 1.38
H -3.00 -1.09 0.58
H -3.12 -0.77 2.31
H -4.92 0.52 1.07
H -3.27 1.61 3.14
H -4.69 2.49 2.53
C 2.97 1.74 1.28
C 4.20 1.52 2.16
C 3.96 1.17 3.60
O 4.94 0.15 3.83
C 5.38 -0.33 2.66
O 6.11 -1.26 2.54
O 4.84 0.35 1.67
H 2.39 2.66 1.41
H 2.39 0.84 1.47
H 3.29 1.69 0.24
H 4.88 2.36 2.07
H 2.94 0.88 3.81
H 4.18 2.00 4.27
*
```

Properties
- energy above the lowest of the compared OMol25 structures with the same formula, charge and spin (kcal/mol) = 1034.4
- total energy (a.u.) = -3276.94731
- orbital gap (eV) = 8.0
- LUMO level (eV) = -0.7
- highest occupied orbital energy (eV) = -8.62